# 1
{"formula": "C29H26N5Pt", "method": "wB97M-V/def2-TZVPD", "multiplicity": 3, "lumo_ev": [-3.08, -3.84], "e_tot_ev": -41182.83533, "s2": 2.010, "e_above_lowest_ev": 4.041, "charge": 1, "gap_ev": [6.9, 6.3], "species": ["Pt", "C", "C", "C", "C", "C", "C", "N", "C", "C", "C", "C", "C", "N", "C", "C", "C", "C", "C", "C", "N", "H", "H", "H", "H", "H", "H", "H", "H", "H", "H", "H", "H", "H", "H", "H", "C", "N", "C", "C", "C", "C", "C", "N", "C", "C", "C", "C", "C", "C", "H", "H", "H", "H", "H", "H", "H", "H", "H", "H", "H"], "coordinates": [[0.128, 0.706, -0.202], [2.781, 0.072, -1.607], [3.050, -0.019, -0.130], [4.353, -0.187, 0.321], [4.592, -0.277, 1.676], [3.524, -0.231, 2.552], [2.237, -0.081, 2.060], [2.009, 0.046, 0.729], [1.065, -0.078, 2.976], [1.146, -0.170, 4.362], [-0.035, -0.147, 5.092], [-1.251, -0.055, 4.436], [-1.244, 0.018, 3.045], [-0.101, 0.010, 2.370], [-2.434, 0.070, 2.167], [-3.737, 0.082, 2.485], [-4.809, 0.048, 1.489], [-4.741, 0.024, 0.144], [-3.517, 0.130, -0.733], [-3.776, 0.142, -2.227], [-2.060, 0.143, 0.810], [3.623, 0.511, -2.137], [1.885, 0.675, -1.812], [2.605, -0.927, -2.012], [5.165, -0.234, -0.391], [5.601, -0.385, 2.051], [3.696, -0.314, 3.614], [2.093, -0.246, 4.878], [-0.005, -0.204, 6.172], [-2.182, -0.041, 4.986], [-4.043, 0.077, 3.524], [-5.805, -0.010, 1.913], [-5.680, -0.072, -0.391], [-4.832, 0.291, -2.447], [-3.470, -0.804, -2.677], [-3.199, 0.937, -2.700], [-1.349, 3.215, -0.678], [-1.533, 1.768, -0.800], [-2.616, 1.226, -0.063], [-2.448, -0.884, -0.173], [-2.906, -2.261, 0.162], [-2.157, -3.116, -0.546], [-1.155, -2.319, -1.245], [-1.286, -1.058, -1.039], [-0.530, 3.449, 0.576], [0.856, 3.228, 0.514], [1.621, 3.268, 1.681], [1.010, 3.472, 2.906], [-0.363, 3.677, 2.970], [-1.128, 3.669, 1.811], [-2.308, 3.735, -0.628], [-0.808, 3.574, -1.555], [-3.200, 1.981, 0.472], [-3.754, -2.478, 0.791], [-2.245, -4.190, -0.601], [-0.369, -2.712, -1.879], [1.353, 3.220, -0.451], [2.698, 3.164, 1.623], [1.602, 3.491, 3.812], [-0.837, 3.857, 3.927], [-2.194, 3.857, 1.867]]}


# 2
{"formula": "C29H26N6OPtS", "method": "wB97M-V/def2-TZVPD", "multiplicity": 3, "lumo_ev": [-5.71, -7.05], "e_tot_ev": -55551.79728, "s2": 2.006, "e_above_lowest_ev": 0.000, "charge": 2, "gap_ev": [6.7, 5.3], "species": ["Pt", "C", "N", "C", "C", "N", "C", "S", "C", "C", "C", "C", "C", "N", "H", "H", "H", "H", "H", "H", "H", "H", "H", "C", "C", "O", "C", "C", "C", "C", "C", "C", "H", "H", "H", "H", "H", "H", "H", "H", "N", "C", "C", "C", "C", "C", "C", "N", "C", "C", "C", "C", "N", "C", "C", "H", "H", "H", "H", "H", "H", "H", "H", "H"], "coordinates": [[-0.142, 0.145, -0.244], [-1.112, 1.440, -5.191], [-0.881, 2.367, -4.076], [-1.068, 3.735, -4.131], [-0.762, 4.230, -2.928], [-0.362, 3.151, -2.116], [-0.467, 2.008, -2.856], [-0.112, 0.367, -2.532], [0.061, 3.336, -0.759], [0.246, 4.638, -0.306], [0.647, 4.858, 0.994], [0.867, 3.774, 1.828], [0.672, 2.520, 1.308], [0.275, 2.288, 0.036], [-1.411, 2.027, -6.053], [-1.899, 0.739, -4.924], [-0.196, 0.901, -5.417], [-1.405, 4.231, -5.024], [-0.799, 5.246, -2.593], [0.103, 5.484, -0.954], [0.792, 5.871, 1.345], [1.184, 3.896, 2.853], [0.828, 1.642, 1.917], [1.307, -1.178, 3.794], [1.369, -1.034, 2.306], [0.311, -0.702, 1.736], [2.628, -1.300, 1.592], [3.773, -1.669, 2.304], [4.957, -1.924, 1.632], [5.012, -1.810, 0.250], [3.880, -1.448, -0.476], [2.704, -1.205, 0.200], [0.327, -0.880, 4.153], [2.084, -0.575, 4.267], [1.493, -2.217, 4.078], [3.747, -1.762, 3.381], [5.838, -2.214, 2.189], [5.941, -2.010, -0.268], [3.921, -1.371, -1.554], [1.798, -0.965, -0.353], [-6.906, -0.848, 2.211], [-8.190, -0.400, 2.448], [-9.317, -1.027, 2.985], [-10.450, -0.257, 3.073], [-10.477, 1.091, 2.644], [-9.364, 1.696, 2.118], [-8.197, 0.929, 2.019], [-6.949, 1.281, 1.535], [-6.222, 0.206, 1.666], [-4.819, 0.161, 1.263], [-4.246, 1.309, 0.707], [-2.933, 1.284, 0.317], [-2.159, 0.192, 0.454], [-2.695, -0.911, 0.990], [-4.011, -0.964, 1.399], [-6.560, -1.770, 2.404], [-9.305, -2.057, 3.316], [-11.352, -0.693, 3.482], [-11.398, 1.650, 2.737], [-9.377, 2.727, 1.788], [-4.849, 2.199, 0.591], [-2.464, 2.154, -0.122], [-2.042, -1.767, 1.097], [-4.378, -1.889, 1.821]]}


# 3
{"formula": "C29H27BiN8S", "method": "wB97M-V/def2-TZVPD", "lumo_ev": -6.77, "e_tot_ev": -59090.02415, "charge": 2, "gap_ev": 4.6, "species": ["Bi", "C", "C", "C", "C", "C", "N", "C", "C", "C", "C", "C", "C", "C", "N", "C", "C", "C", "N", "C", "C", "N", "C", "C", "C", "N", "H", "H", "H", "H", "H", "H", "H", "H", "H", "H", "H", "H", "H", "H", "H", "H", "H", "H", "C", "C", "C", "N", "C", "C", "H", "H", "H", "H", "H", "S", "C", "N", "C", "C", "C", "N", "H", "H", "H", "H"], "coordinates": [[8.239, -13.139, 13.170], [5.878, -6.358, 16.067], [6.362, -7.536, 15.331], [6.625, -7.384, 13.935], [7.033, -8.395, 13.143], [7.242, -9.738, 13.651], [7.562, -10.759, 12.853], [7.435, -10.745, 11.479], [8.338, -10.006, 10.691], [8.119, -9.781, 9.343], [6.951, -10.228, 8.715], [6.896, -9.960, 7.245], [6.061, -11.038, 9.415], [6.358, -11.416, 10.734], [5.631, -12.432, 11.275], [4.705, -13.200, 10.597], [4.422, -14.311, 11.389], [5.121, -14.136, 12.580], [5.889, -13.022, 12.518], [6.987, -9.863, 15.120], [6.546, -8.792, 15.937], [6.995, -11.129, 15.669], [6.451, -11.423, 16.906], [6.976, -12.651, 17.299], [7.906, -13.037, 16.303], [7.924, -12.133, 15.303], [6.097, -5.484, 15.437], [6.336, -6.218, 17.090], [4.796, -6.419, 16.249], [6.578, -6.367, 13.573], [7.148, -8.248, 12.075], [9.305, -9.681, 11.157], [8.843, -9.239, 8.725], [7.176, -8.906, 7.120], [5.880, -10.125, 6.877], [7.672, -10.605, 6.748], [5.127, -11.341, 8.941], [4.291, -12.956, 9.627], [3.760, -15.159, 11.218], [5.054, -14.763, 13.485], [6.309, -8.987, 16.958], [5.625, -10.864, 17.294], [6.722, -13.224, 18.188], [8.458, -13.975, 16.300], [13.205, -13.058, 11.169], [12.216, -13.881, 10.643], [10.891, -13.657, 11.036], [10.508, -12.664, 11.878], [11.515, -11.948, 12.420], [12.838, -12.086, 12.107], [14.246, -13.184, 10.918], [12.410, -14.688, 9.935], [10.085, -14.258, 10.616], [11.170, -11.171, 13.080], [13.543, -11.370, 12.516], [8.631, -15.889, 14.004], [7.207, -16.371, 14.894], [7.141, -17.665, 15.346], [6.193, -18.093, 16.258], [5.113, -17.321, 16.491], [5.150, -16.051, 15.879], [6.201, -15.561, 15.161], [7.946, -18.255, 15.093], [6.344, -19.100, 16.627], [4.259, -17.631, 17.043], [4.422, -15.311, 16.125]]}


# 4
{"formula": "C29H27CaF3N3O5S5", "method": "wB97M-V/def2-TZVPD", "lumo_ev": 2.40, "e_tot_ev": -125992.95683, "e_above_lowest_ev": 1.022, "charge": -1, "gap_ev": 6.7, "species": ["Ca", "S", "C", "C", "C", "C", "C", "C", "S", "C", "C", "C", "C", "C", "C", "C", "S", "C", "C", "C", "C", "C", "C", "S", "N", "H", "H", "H", "H", "H", "H", "H", "H", "H", "H", "H", "H", "H", "H", "H", "F", "C", "F", "F", "S", "O", "O", "O", "N", "C", "O", "C", "C", "C", "C", "N", "C", "H", "H", "H", "H", "H", "H", "C", "C", "C", "O", "H", "H", "H", "H", "H", "H"], "coordinates": [[0.400, -0.850, -0.243], [1.706, -2.045, -2.292], [1.566, -3.621, -1.578], [0.748, -4.587, -2.173], [0.664, -5.866, -1.667], [1.409, -6.223, -0.553], [2.245, -5.292, 0.040], [2.323, -4.002, -0.455], [3.458, -2.817, 0.230], [3.257, -3.070, 2.055], [3.355, -1.732, 2.710], [4.568, -1.158, 3.092], [4.542, 0.088, 3.700], [3.327, 0.716, 3.913], [2.165, 0.080, 3.478], [0.814, 0.665, 3.683], [0.196, 1.463, 2.128], [-1.526, 1.043, 2.235], [-2.430, 2.093, 2.281], [-3.787, 1.856, 2.365], [-4.235, 0.543, 2.449], [-3.346, -0.501, 2.419], [-1.967, -0.292, 2.268], [-0.911, -1.648, 2.229], [2.203, -1.105, 2.886], [0.183, -4.297, -3.047], [0.023, -6.594, -2.148], [1.353, -7.227, -0.157], [2.850, -5.575, 0.889], [4.034, -3.757, 2.394], [2.257, -3.476, 2.211], [5.502, -1.668, 2.915], [5.460, 0.565, 4.016], [3.271, 1.680, 4.396], [0.814, 1.429, 4.462], [0.099, -0.135, 3.877], [-2.044, 3.101, 2.246], [-4.487, 2.678, 2.368], [-5.293, 0.342, 2.529], [-3.693, -1.523, 2.481], [-3.761, -1.319, -3.475], [-3.092, -1.976, -2.511], [-3.994, -2.695, -1.833], [-2.269, -2.832, -3.126], [-2.039, -0.914, -1.368], [-2.972, -0.166, -0.569], [-1.261, -0.090, -2.255], [-1.305, -1.954, -0.703], [-3.226, 2.478, -1.566], [-2.797, 3.732, -1.343], [-3.373, 4.725, -1.757], [-1.502, 3.835, -0.609], [-1.246, 4.911, 0.233], [0.004, 5.015, 0.821], [0.957, 4.054, 0.515], [0.728, 3.038, -0.300], [-0.471, 2.926, -0.843], [-4.100, 2.353, -2.051], [-2.872, 1.658, -1.086], [-2.019, 5.647, 0.408], [0.230, 5.822, 1.502], [1.953, 4.090, 0.939], [-0.608, 2.091, -1.517], [0.782, 2.908, -4.084], [1.115, 1.488, -3.674], [0.678, 0.432, -4.646], [1.665, 1.240, -2.631], [1.242, 3.132, -5.045], [1.133, 3.613, -3.334], [-0.297, 3.005, -4.190], [0.491, 0.829, -5.641], [-0.246, 0.024, -4.236], [1.397, -0.384, -4.662]]}


# 5
{"formula": "C29H27Cl2IrN3OS", "method": "wB97M-V/def2-TZVPD", "multiplicity": 5, "lumo_ev": [-2.10, -4.92], "e_tot_ev": -75740.76297, "s2": 6.037, "e_above_lowest_ev": 0.803, "charge": 1, "gap_ev": [7.6, 5.7], "species": ["Ir", "Cl", "C", "C", "C", "C", "C", "Cl", "C", "S", "H", "H", "H", "O", "C", "C", "C", "C", "C", "C", "C", "C", "N", "H", "H", "H", "H", "H", "H", "H", "H", "H", "H", "H", "C", "C", "C", "C", "C", "C", "C", "C", "C", "C", "H", "H", "H", "H", "H", "H", "H", "N", "C", "C", "C", "C", "C", "N", "H", "H", "H", "H", "H", "H"], "coordinates": [[0.038, -0.381, 0.164], [0.723, -1.917, 2.622], [2.142, -1.105, 3.201], [2.555, -1.372, 4.492], [3.695, -0.750, 4.967], [4.402, 0.125, 4.158], [3.966, 0.387, 2.872], [4.879, 1.498, 1.917], [2.808, -0.220, 2.349], [2.301, 0.156, 0.712], [1.993, -2.060, 5.111], [4.037, -0.951, 5.974], [5.298, 0.614, 4.521], [-1.779, -2.092, -0.295], [-3.165, -1.701, -0.184], [-3.724, -1.892, 1.213], [-2.768, -1.408, 2.306], [-2.518, 0.080, 2.308], [-3.494, 0.934, 2.812], [-3.252, 2.293, 2.894], [-2.015, 2.775, 2.496], [-1.101, 1.880, 1.989], [-1.344, 0.562, 1.867], [-1.661, -2.987, 0.047], [-3.751, -2.266, -0.906], [-3.191, -0.654, -0.482], [-3.942, -2.951, 1.378], [-4.674, -1.356, 1.276], [-1.821, -1.931, 2.215], [-3.185, -1.674, 3.278], [-4.430, 0.515, 3.161], [-4.009, 2.965, 3.280], [-1.763, 3.825, 2.563], [-0.127, 2.213, 1.654], [2.097, 3.026, -3.996], [2.548, 1.916, -3.250], [1.741, 1.334, -2.314], [0.435, 1.818, -2.056], [-0.452, 1.235, -1.080], [-1.732, 1.753, -0.968], [-2.184, 2.832, -1.750], [-1.340, 3.409, -2.652], [-0.020, 2.917, -2.833], [0.837, 3.507, -3.792], [2.748, 3.489, -4.728], [3.541, 1.520, -3.425], [2.101, 0.472, -1.770], [-2.431, 1.332, -0.252], [-3.192, 3.207, -1.622], [-1.669, 4.252, -3.250], [0.470, 4.349, -4.370], [2.211, -3.007, -0.576], [1.564, -2.679, -1.736], [1.837, -3.375, -2.924], [1.130, -3.072, -4.058], [0.143, -2.084, -4.011], [-0.068, -1.448, -2.820], [0.627, -1.723, -1.693], [3.033, -3.580, -0.648], [2.215, -2.319, 0.161], [2.602, -4.142, -2.923], [1.334, -3.602, -4.981], [-0.436, -1.813, -4.883], [-0.818, -0.674, -2.730]]}


# 6
{"formula": "C29H27FN6O4SZn", "method": "wB97M-V/def2-TZVPD", "lumo_ev": 0.07, "e_tot_ev": -109616.89625, "charge": 0, "gap_ev": 7.5, "species": ["Zn", "C", "C", "N", "N", "C", "O", "C", "C", "C", "C", "C", "C", "C", "C", "C", "C", "C", "N", "H", "H", "H", "H", "H", "H", "H", "H", "H", "H", "H", "H", "C", "C", "C", "C", "C", "C", "C", "F", "C", "C", "C", "O", "C", "C", "N", "C", "C", "O", "O", "H", "H", "H", "H", "H", "H", "H", "H", "H", "H", "H", "N", "C", "N", "S", "H", "H", "H", "H"], "coordinates": [[-0.651, 0.215, 1.836], [-2.944, -2.200, 4.469], [-2.392, -1.091, 3.626], [-1.683, -1.288, 2.568], [-1.397, -2.462, 2.038], [-0.323, -2.415, 1.251], [0.483, -1.446, 1.218], [-0.100, -3.615, 0.415], [0.935, -3.634, -0.516], [1.110, -4.724, -1.346], [0.251, -5.807, -1.254], [-0.783, -5.798, -0.330], [-0.954, -4.711, 0.504], [-2.536, 0.310, 4.004], [-3.021, 0.719, 5.252], [-2.976, 2.061, 5.586], [-2.497, 2.974, 4.660], [-2.080, 2.496, 3.428], [-2.082, 1.212, 3.119], [-2.887, -3.124, 3.901], [-3.977, -1.998, 4.739], [-2.364, -2.314, 5.385], [1.581, -2.773, -0.590], [1.910, -4.728, -2.071], [0.383, -6.657, -1.907], [-1.458, -6.641, -0.264], [-1.755, -4.679, 1.225], [-3.397, -0.007, 5.957], [-3.299, 2.392, 6.564], [-2.413, 4.024, 4.890], [-1.698, 3.161, 2.668], [2.408, 3.883, -3.838], [0.975, 3.430, -4.132], [0.793, 2.823, -5.520], [1.489, 1.468, -5.602], [0.913, 0.560, -4.555], [0.849, -0.803, -4.746], [0.290, -1.612, -3.762], [0.245, -2.942, -3.970], [-0.207, -1.095, -2.592], [-0.128, 0.283, -2.364], [-0.536, 0.823, -1.060], [-1.165, 0.141, -0.234], [-0.149, 2.189, -0.849], [0.294, 2.945, -1.884], [0.535, 2.473, -3.121], [0.435, 1.119, -3.354], [-0.091, 2.792, 0.539], [-0.178, 4.000, 0.677], [0.186, 1.954, 1.464], [2.760, 4.559, -4.610], [3.081, 3.032, -3.783], [2.452, 4.411, -2.888], [0.317, 4.304, -4.047], [1.184, 3.507, -6.273], [-0.276, 2.693, -5.708], [2.563, 1.600, -5.438], [1.363, 1.034, -6.595], [1.235, -1.253, -5.646], [-0.633, -1.738, -1.837], [0.477, 3.998, -1.713], [3.338, -0.464, 3.991], [2.310, 0.231, 3.471], [2.540, 1.055, 2.453], [0.799, 0.115, 4.178], [4.247, -0.462, 3.560], [3.154, -1.071, 4.772], [3.409, 1.027, 1.946], [1.735, 1.538, 2.044]]}